44
Properties=species:S:1:pos:R:3 method="wB97M-V/def2-TZVPD" smiles="CC1=C(C(=S)Nc2ccc(Cl)c(/C=N/OC(C)(C)C)c2)CCO1" mol_weight_g_mol=352.89 homo_lumo_gap_ev=7.894 e_above_lowest_ev=4.097 e_tot_ev=-48400.18491 e_homo_ha=-0.2990 charge=0 lumo_ev=-0.24
O -4.059 -1.266 -4.432
H 4.792 -0.492 4.954
H -4.938 1.507 -2.614
C -2.191 1.327 -2.599
H 5.603 -0.988 3.459
C 4.720 1.016 1.859
C 5.189 -0.131 4.027
C -2.716 -1.741 -4.666
H -5.797 -0.061 -2.427
H -1.079 -1.256 -3.353
C -1.739 -0.745 -4.066
H 2.804 2.151 3.531
H 6.031 0.541 4.186
C -1.350 0.199 -0.547
S -2.375 2.879 -3.080
C 4.098 0.518 3.185
C -2.439 -0.643 -0.370
C -1.296 -1.604 1.568
Cl -1.449 -2.734 2.939
H 4.001 1.563 1.265
C -2.420 -1.536 0.710
H 0.659 0.743 0.040
C -3.962 -0.124 -3.660
N 2.038 -0.091 2.020
H -3.236 -2.218 0.869
C 0.952 -0.816 2.221
H -1.167 -0.230 -4.843
H 3.286 1.366 5.010
H 0.991 -1.583 2.971
O 3.083 -0.466 2.965
H 4.418 2.434 4.132
H -3.335 -0.544 -0.943
C -0.206 0.127 0.263
N -1.298 1.155 -1.551
H -5.814 0.845 -3.951
H 5.611 1.595 2.046
H -0.830 2.031 -1.357
C -5.195 0.560 -3.118
C -0.219 -0.743 1.343
C -2.673 0.233 -3.398
H -2.570 -1.915 -5.725
H 5.033 0.150 1.263
C 3.612 1.698 4.029
H -2.566 -2.709 -4.152


53
Properties=species:S:1:pos:R:3 method="wB97M-V/def2-TZVPD" mol_weight_g_mol=664.74 homo_lumo_gap_ev="6.522 / 6.841" e_above_lowest_ev=2.114 e_tot_ev=-64364.28175 e_homo_ha="-0.3929 / -0.3845" charge=+1 lumo_ev="-4.17 / -3.62"
C 1.056 -0.821 -0.578
H -1.486 -1.381 -1.456
H -1.346 -3.148 2.209
H 0.141 3.093 -0.616
C 3.917 -1.242 -3.658
O -2.630 2.809 1.362
N -2.750 1.319 -0.308
H 1.598 -0.089 4.768
C 2.126 -1.102 -1.568
C 2.200 1.533 0.758
C -0.696 -2.472 2.761
C 1.264 -2.064 4.032
N -3.167 -0.392 -1.719
H -4.543 1.232 -3.043
H -2.817 -2.055 -0.728
C -3.343 0.915 -1.433
C 0.940 -0.733 4.197
O 0.672 1.933 -2.648
C 1.890 -0.421 -2.755
C 0.459 -2.948 3.329
H -3.024 -1.351 1.985
H -4.276 2.591 -1.987
N -3.105 2.552 0.278
C -2.304 -0.625 2.349
H 2.576 0.074 -4.739
S 0.401 0.526 -2.586
H -3.392 -0.702 -2.644
C 3.257 -1.872 -1.412
H 5.054 -2.538 -2.379
H 1.053 4.075 0.566
F 2.379 -2.519 4.577
H 3.440 -2.398 -0.481
N -2.332 -1.195 -0.934
H -2.725 0.275 2.785
H -0.526 0.763 3.776
N -4.100 1.638 -2.238
H 0.747 -3.991 3.259
O 0.951 -1.249 0.575
O -3.883 3.327 -0.291
C -1.075 -1.121 2.895
C 4.154 -1.938 -2.476
C 2.770 -0.470 -3.818
H 2.874 2.343 1.038
H 2.149 1.452 -0.324
S 0.583 1.922 1.436
H 4.635 -1.291 -4.469
C 0.230 3.373 0.433
H 2.539 0.598 1.202
Ir -1.089 0.176 0.725
H -0.688 3.818 0.806
C -0.233 -0.271 3.640
N 0.135 0.051 -1.038
O -0.658 0.008 -3.418


43
Properties=species:S:1:pos:R:3 method="wB97M-V/def2-TZVPD" smiles="CC(=O)N1CCN(C(=O)CCc2c[nH]c3ccccc23)CC1" mol_weight_g_mol=299.37 homo_lumo_gap_ev=8.534 e_above_lowest_ev=0.174 e_tot_ev=-26536.67639 e_homo_ha=-0.2883 charge=0 lumo_ev=0.69
O -1.876 -1.792 2.663
H 0.394 -3.707 -1.216
H 0.592 -0.198 -2.678
H -3.452 1.132 0.451
C -2.038 0.471 1.935
C -1.342 3.192 -0.500
H -2.848 0.543 2.664
H 2.925 -0.615 1.510
C 0.904 0.202 1.554
N 0.073 -0.784 2.214
N 1.683 -1.805 0.343
H 0.334 -3.273 0.960
C 1.456 -3.521 -1.365
C -1.656 0.610 -0.546
H -0.766 5.225 -0.761
C 0.795 -1.975 2.600
H 1.665 -1.684 3.196
H -1.149 -1.384 -1.330
C 2.071 -0.500 0.833
C 0.368 3.937 -2.041
H -3.121 -0.607 0.413
O 2.196 -1.288 -1.786
H 2.388 0.091 -0.027
N -0.114 0.285 -2.146
H 1.690 -3.651 -2.418
H 1.986 -3.480 1.589
H 2.020 -4.242 -0.779
C 1.210 -2.743 1.343
H 0.930 4.759 -2.460
H 0.132 -2.592 3.208
C -1.285 -0.797 2.283
H 1.361 2.444 -3.227
C -1.110 1.880 -0.915
C 1.812 -2.108 -0.968
H 1.314 0.908 2.290
C -2.665 0.378 0.528
C 0.615 2.653 -2.476
H -2.090 3.408 0.249
H 0.311 0.758 0.831
H -1.412 1.358 2.018
C -1.012 -0.320 -1.311
C -0.601 4.203 -1.068
C -0.131 1.627 -1.909


43
Properties=species:S:1:pos:R:3 method="wB97M-V/def2-TZVPD" smiles="CCCCNC(=O)Cn1nc(-c2ccc(C)cc2)ccc1=O" mol_weight_g_mol=299.37 homo_lumo_gap_ev=8.309 e_above_lowest_ev=1.336 e_tot_ev=-26535.51409 e_homo_ha=-0.3133 charge=0 lumo_ev=-0.22
H -1.725 2.476 -1.859
H 1.435 -4.139 -1.590
C 3.067 2.791 -0.341
H 3.147 1.037 2.313
H 4.417 1.299 1.076
H -5.220 -0.264 1.290
N 1.227 1.545 0.590
C -2.771 0.798 1.437
N 2.515 1.801 0.477
H 1.452 -1.635 -1.560
C 0.753 3.248 -0.985
C -2.010 2.023 -0.921
O 4.266 2.980 -0.375
H 0.078 -3.398 -2.436
C 3.396 0.953 1.252
H 2.443 4.319 -1.725
H -3.064 0.321 2.361
C -3.724 1.016 0.447
C 0.517 -3.566 -1.450
C -3.321 1.629 -0.732
H -5.645 0.418 -0.289
C 0.341 2.203 -0.106
N 2.047 -1.019 0.950
H -5.690 1.427 1.155
H -0.057 -1.650 -0.641
C 0.863 -2.208 -0.840
H -0.731 1.024 2.035
C 1.671 -2.324 0.454
H 2.595 -2.878 0.276
C -0.463 -4.372 -0.605
C -1.059 1.812 0.075
H -4.044 1.799 -1.517
H -0.021 -4.654 0.346
C -1.460 1.187 1.256
C 2.070 3.532 -1.088
C -5.151 0.619 0.659
H -0.747 -5.282 -1.127
H 0.016 3.816 -1.533
O 4.268 -1.178 0.525
C 3.296 -0.532 0.844
H -1.364 -3.793 -0.412
H 1.299 -0.347 1.091
H 1.088 -2.833 1.225


44
Properties=species:S:1:pos:R:3 method="wB97M-V/def2-TZVPD" smiles="O=C1OCCO1.c1ccncc1.c1ccncc1.CCCC#N" mol_weight_g_mol=315.37 homo_lumo_gap_ev=10.186 e_above_lowest_ev=5.003 e_tot_ev=-28580.45630 e_homo_ha=-0.3593 charge=0 lumo_ev=0.41
C -1.092 0.101 2.079
C 2.064 -1.976 0.467
C -2.197 0.455 -4.095
C -1.519 -1.887 0.923
O -1.214 3.279 4.211
H -1.889 0.821 -1.041
C -1.734 0.194 -0.175
N -1.265 0.810 0.923
H 3.342 -3.847 0.253
H 2.636 -3.711 1.738
H -1.417 2.308 -3.231
H -0.781 -1.817 2.995
C 1.587 -1.756 -0.960
H -1.638 -2.960 0.918
H -2.558 -1.579 -4.832
H 3.071 -1.602 0.651
H -3.229 0.687 -3.874
N -0.530 -1.115 -4.927
O -0.696 1.903 5.966
H 1.640 -0.683 -1.147
C 2.391 -2.405 -1.914
C 0.045 0.961 -3.930
C 2.402 -3.511 0.692
C -1.144 -1.286 2.128
N 3.183 -2.888 -2.647
H 0.538 -2.004 -1.125
H -0.790 5.145 3.364
H 1.405 3.390 2.577
C -0.345 2.546 4.982
H -0.675 0.682 2.889
C 0.920 3.702 3.502
C 0.411 -0.235 -4.520
H 1.515 4.504 3.939
O 0.866 2.610 4.419
H -0.903 3.805 2.215
H 1.328 -1.540 1.143
H 1.562 -4.178 0.497
C -0.554 4.093 3.207
H -2.124 -1.710 -1.151
C -1.259 1.409 -3.808
C -1.811 -1.175 -0.267
C -1.822 -0.799 -4.712
H 1.467 -0.409 -4.665
H 0.814 1.669 -3.658